[1]
C45H60BrN5O3RbSb2SeSi | ωB97M-V/def2-TZVPD

Structure (XYZ):
```
119
Properties=species:S:1:pos:R:3
Rb -0.11174 0.45766 0.22012
C -2.82813 -1.23431 -1.43202
C -2.11048 -1.14499 -2.78793
C -1.13904 -2.31637 -3.00146
Sb 0.70359 -2.07203 -1.89371
C 1.57731 -3.84112 -2.75261
C 2.06246 -4.88112 -1.95979
C 2.63861 -6.00567 -2.54153
C 2.73977 -6.10561 -3.92264
C 2.26918 -5.07263 -4.72346
C 1.69810 -3.94689 -4.14013
C 0.21507 -3.03746 -0.04061
C 0.96872 -2.71065 1.08816
C 0.70851 -3.32453 2.31075
C -0.31162 -4.25616 2.41255
C -1.07570 -4.58034 1.29420
C -0.81168 -3.97736 0.07346
Sb -3.50673 0.67668 -0.66923
C -5.03595 0.73033 -2.24800
C -4.63626 1.18504 -3.51253
C -5.51102 1.19359 -4.59475
C -6.81975 0.75722 -4.43046
C -7.24289 0.32238 -3.18079
C -6.36021 0.30963 -2.10324
C -4.90238 -0.01448 0.81125
C -5.40411 -1.31495 0.87129
C -6.26156 -1.70508 1.89409
C -6.63796 -0.79559 2.87539
C -6.14860 0.50418 2.82962
C -5.28667 0.88616 1.80739
H -2.16827 -1.64176 -0.66219
H -3.69649 -1.89193 -1.50636
H -1.55874 -0.20036 -2.87624
H -2.85299 -1.12712 -3.58798
H -0.82043 -2.38150 -4.04547
H -1.60175 -3.27118 -2.74416
H 1.98410 -4.81933 -0.88087
H 3.00885 -6.80666 -1.91219
H 3.18615 -6.98400 -4.37420
H 2.34971 -5.14219 -5.80222
H 1.34508 -3.14369 -4.78037
H 1.77254 -1.97731 1.02967
H 1.30136 -3.05521 3.17710
H -0.52646 -4.72530 3.36565
H -1.88109 -5.30081 1.37813
H -1.40907 -4.24585 -0.79009
H -3.61870 1.54440 -3.65501
H -5.17334 1.54334 -5.56436
H -7.50559 0.76040 -5.26946
H -8.26554 -0.01077 -3.04291
H -6.71399 -0.03299 -1.13783
H -5.11357 -2.04421 0.12248
H -6.63374 -2.72312 1.92967
H -7.30294 -1.10001 3.67470
H -6.43018 1.21546 3.59758
H -4.88586 1.89615 1.80000
C -0.04716 -1.23065 5.62717
C -0.07983 -0.71747 4.21671
N 0.92797 -0.22409 3.60198
O 2.09337 -0.14631 4.36117
C -1.32045 -0.85351 3.38916
C -2.45558 -1.76152 3.75665
N -1.27666 -0.17488 2.30450
O -2.19475 -0.36605 1.37474
H 0.81240 -0.83542 6.15994
H 0.02240 -2.32392 5.62709
H -0.96566 -0.96075 6.15277
H 2.71749 0.17005 3.68101
H -2.10937 -2.67981 4.23887
H -2.99777 -2.00981 2.84373
H -3.16168 -1.26592 4.43172
O -0.74423 2.12519 -1.72119
H -0.68315 2.74451 -0.97147
H 0.17507 2.12611 -2.08841
C 5.98754 2.84063 2.21495
Si 5.53159 1.01219 2.19819
C 5.54445 0.44861 3.99293
C 6.92720 0.09916 1.32997
Se 3.58358 0.67043 1.19695
H 6.94470 3.02557 2.72281
H 5.20664 3.41149 2.72845
H 6.06195 3.22050 1.19027
H 6.54701 0.54910 4.42992
H 5.23783 -0.60022 4.07311
H 4.85049 1.04972 4.59213
H 7.89805 0.27215 1.81467
H 6.99514 0.42694 0.28699
H 6.72552 -0.97745 1.32907
Br -1.12431 5.35329 5.14804
C -0.79210 4.61643 3.43920
C 0.31123 3.81431 3.23884
C 0.50829 3.30376 1.96555
N -0.31622 3.55021 0.94240
C -1.38409 4.31875 1.16935
C -1.66663 4.88322 2.40053
H 0.99686 3.57140 4.03907
H 1.36908 2.66709 1.76544
H -2.05188 4.48232 0.32978
H -2.54347 5.49882 2.54385
C 2.91128 1.33425 -2.61744
C 4.34988 1.84140 -2.89913
N 4.36802 3.30958 -2.96685
C 3.44062 3.74877 -4.01108
C 1.99429 3.27423 -3.68779
N 2.00169 2.48372 -2.45203
C 2.49617 3.32133 -1.34395
C 3.91551 3.84586 -1.67485
H 2.89360 0.74696 -1.69893
H 2.52945 0.71304 -3.42997
H 4.73572 1.44971 -3.84319
H 5.02261 1.52684 -2.09835
H 3.78515 3.34197 -4.96486
H 3.49155 4.83783 -4.07795
H 1.58747 2.65235 -4.48785
H 1.31633 4.11815 -3.54440
H 2.52900 2.70749 -0.44304
H 1.78315 4.13381 -1.18734
H 4.62183 3.53163 -0.90390
H 3.93789 4.93689 -1.73213
```

Values from the calculation:
Energy above the lowest of the compared OMol25 structures with the same formula, charge and spin in kcal per mole: 8.6
Frontier orbital gap in hartree: 0.242
Total charge: -1

Atom charges from the Löwdin analysis, given in e for atoms 1 to 4: number 1, Rb, carries 0.6597; number 2, C, carries -0.3683; number 3, C, carries -0.3760; number 4, C, carries -0.3739

[2]
C3H4N2O | ωB97M-V/def2-TZVPD

Structure (XYZ):
```
10
Properties=species:S:1:pos:R:3
C -1.26754 -0.19422 -0.01626
N 1.22513 0.41265 -0.75839
C -0.09085 0.63538 0.36896
C 1.53644 -0.72023 -0.17431
O -0.02253 1.59194 1.06660
N 1.35468 -1.68429 0.47333
H 1.93198 1.13513 -0.68873
H -2.12531 0.47079 -0.13976
H -1.08403 -0.75213 -0.93123
H -1.45797 -0.89502 0.79979
```

Values from the calculation:
Energy above the lowest of the compared OMol25 structures with the same formula, charge and spin in kcal per mole: 49.6
Frontier orbital gap in hartree: 0.380
SMILES: CC(=O)NC#N

Atom charges from the natural (NBO) analysis, given in e for atoms 1 to 4: number 1, C, carries -0.7414; number 2, N, carries -0.7265; number 3, C, carries 0.7863; number 4, C, carries 0.3818

[3]
C2H6ClFN4 | ωB97M-V/def2-TZVPD

Structure (XYZ):
```
14
Properties=species:S:1:pos:R:3
C -0.11238 0.36382 0.17852
C 0.80733 -0.64983 0.82234
H -2.67987 -1.46687 0.22800
H -1.85203 -1.25491 -1.03433
H -1.95260 0.84367 -0.32392
H 1.83714 2.11855 -1.48529
H 2.11091 1.00180 -0.09258
H 0.16076 -1.44738 1.26543
N -1.72646 -1.19723 -0.08634
N -1.50735 0.12843 0.32142
N 0.21633 1.52223 -0.30970
N 1.44167 1.77032 -0.52252
F 1.61367 -0.08476 1.61417
Cl 1.64288 -1.64784 -0.57519
```

Values from the calculation:
Energy above the lowest of the compared OMol25 structures with the same formula, charge and spin in kcal per mole: 36.3
Frontier orbital gap in hartree: 0.320
SMILES: N/N=C(/NN)[C@H](F)Cl

Atom charges from the natural (NBO) analysis, given in e for atoms 1 to 4: number 1, C, carries 0.2212; number 2, C, carries 0.2162; number 3, H, carries 0.3490; number 4, H, carries 0.3325

[4]
CN7O4 | ωB97M-V/def2-TZVPD

Structure (XYZ):
```
12
Properties=species:S:1:pos:R:3
C 0.11898 -0.79980 0.12562
N -0.26468 -2.71702 0.85713
N -0.83778 -1.56924 0.63179
N 1.28304 -1.39888 0.06613
N 1.02442 -2.64547 0.50417
N -0.17108 0.60122 -0.17294
N -0.36566 1.50534 0.92247
N -0.04242 1.01272 -1.50898
O -0.06079 1.14922 2.00710
O -0.26963 0.18659 -2.34698
O -0.79077 2.56446 0.61841
O 0.37638 2.11087 -1.70393
```

Values from the calculation:
Frontier orbital gap in hartree: 0.320
Total charge: -1

Atom charges from the natural (NBO) analysis, given in e for atoms 1 to 4: number 1, C, carries 0.2950; number 2, N, carries -0.1465; number 3, N, carries -0.3412; number 4, N, carries -0.3436

Electronic energy list, top to bottom, in eV: -218228.4256 -8201.7352 -23368.1669 -19651.0721
Molecular weight list, top to bottom, in u: 1234.95 84.08 140.55 174.06
LUMO level list, top to bottom, in Ha: 0.070 0.012 0.028 0.104